The following is a quantum chemistry calculation of a molecular structure, C34H82LiN13O11 at a distorted geometry, from the OMol25 dataset.

Properties
frontier orbital gap = 0.26343 Eh
DFT total energy = -78688.4996 eV

ORCA input file:
```
! wB97M-V def2-TZVPD RIJCOSX def2/J DEFGRID3
* xyz 0 1
Li -0.89 -3.50 -2.07
C 0.61 -0.90 0.17
C -0.17 -1.85 -0.71
O -1.15 -2.49 -0.24
O 0.10 -1.83 -1.94
H 0.47 0.15 -0.10
H 1.70 -0.96 0.16
H 0.39 -1.11 1.22
C -4.14 -3.89 -1.66
O -3.03 -4.31 -1.25
N -5.34 -4.50 -1.72
N -4.27 -2.57 -1.90
H -5.41 -5.50 -1.62
H -6.21 -4.04 -1.55
H -5.01 -2.18 -2.46
H -3.45 -2.00 -1.78
C -4.00 -0.44 1.20
O -5.17 -0.13 1.30
N -3.55 -1.74 1.11
N -2.88 0.36 1.22
H -2.62 -1.90 0.75
H -4.25 -2.44 0.96
H -1.96 -0.02 1.06
H -2.99 1.36 1.27
C 2.65 2.22 -1.59
O 3.32 1.26 -1.23
N 1.30 2.22 -1.85
N 3.21 3.42 -1.86
H 0.85 1.33 -1.76
H 0.81 3.09 -1.72
H 4.21 3.39 -1.72
H 2.70 4.15 -2.34
C 2.26 -2.01 5.60
O 3.26 -1.36 5.83
N 1.30 -1.75 4.66
N 1.97 -3.14 6.32
H 0.47 -2.31 4.71
H 1.28 -0.98 4.02
H 1.08 -3.59 6.35
H 2.80 -3.59 6.69
C 3.22 -1.42 -4.24
O 4.31 -1.05 -4.64
N 2.38 -2.20 -4.97
N 2.76 -1.07 -3.01
H 1.41 -2.25 -4.70
H 2.75 -2.48 -5.86
H 3.38 -0.45 -2.51
H 1.98 -1.43 -2.49
C -2.87 -0.49 -5.97
C -2.00 0.47 -5.09
C -1.74 1.81 -5.82
C -3.01 2.69 -5.64
C -3.24 2.86 -4.10
C -3.46 1.54 -3.35
N -2.33 0.64 -3.68
O -2.40 -0.59 -3.02
C -3.45 1.80 -1.84
C -4.79 0.86 -3.74
C -0.60 -0.27 -5.01
H -2.97 -1.41 -5.40
H -2.37 -0.79 -6.89
H -3.88 -0.18 -6.26
H -0.97 2.26 -5.20
H -1.63 1.68 -6.90
H -3.82 2.23 -6.21
H -3.03 3.65 -6.18
H -4.06 3.57 -4.07
H -2.36 3.34 -3.68
H -2.42 1.88 -1.47
H -3.95 2.74 -1.58
H -3.95 1.06 -1.22
H -4.83 -0.16 -3.36
H -5.70 1.34 -3.38
H -4.91 0.82 -4.82
H -0.79 -1.34 -4.93
H 0.08 0.23 -4.32
H -0.13 -0.17 -6.00
H -1.68 -0.58 -2.37
C -0.42 3.86 1.95
C -1.72 4.36 2.66
C -2.30 3.23 3.52
C -3.42 3.80 4.40
C -2.88 4.89 5.33
C -2.36 6.05 4.49
N -1.37 5.48 3.54
O -0.53 6.42 2.96
C -3.50 6.89 3.88
C -1.63 6.99 5.47
C -2.75 4.69 1.57
H 0.23 3.49 2.75
H 0.22 4.63 1.52
H -0.61 3.00 1.30
H -2.68 2.34 3.02
H -1.52 2.91 4.22
H -3.63 2.89 4.97
H -4.35 4.13 3.94
H -2.04 4.45 5.87
H -3.63 5.23 6.05
H -4.48 6.41 3.88
H -3.78 7.71 4.55
H -3.35 7.38 2.91
H -0.67 6.51 5.69
H -1.58 8.00 5.08
H -2.11 7.10 6.44
H -2.94 3.91 0.83
H -2.50 5.61 1.03
H -3.75 4.72 1.99
H -1.06 6.80 2.24
C 7.13 -5.20 1.10
C 6.58 -3.82 1.52
C 6.84 -2.90 0.30
C 5.84 -3.02 -0.79
C 4.45 -2.91 -0.16
C 4.03 -3.86 0.91
N 5.15 -3.91 1.87
O 4.76 -4.57 3.05
C 2.75 -3.38 1.58
C 3.81 -5.24 0.20
C 7.32 -3.28 2.77
H 6.75 -5.64 0.18
H 8.22 -5.26 1.17
H 6.92 -5.97 1.86
H 6.87 -1.84 0.60
H 7.87 -2.96 -0.06
H 5.95 -2.26 -1.56
H 5.88 -4.03 -1.21
H 3.55 -2.70 -0.74
H 4.64 -1.99 0.41
H 2.20 -4.01 2.27
H 1.96 -3.14 0.86
H 2.87 -2.35 1.93
H 2.85 -5.13 -0.31
H 3.77 -6.17 0.78
H 4.45 -5.47 -0.64
H 7.05 -3.92 3.61
H 8.38 -3.41 2.55
H 7.11 -2.27 3.12
H 4.64 -5.48 2.75
O -0.83 -4.67 1.47
H -0.62 -4.05 2.17
H -1.26 -4.14 0.79
*
```

***

The following is a quantum chemistry calculation of a molecular structure, C34H82N4O15S5 at a distorted geometry, from the OMol25 dataset.

Properties
frontier orbital gap = 0.29052 Eh
energy above the lowest of the compared OMol25 structures with the same formula, charge and spin = 851.9 kcal per mole
DFT total energy = -127396.3602 eV

ORCA input file:
```
! wB97M-V def2-TZVPD RIJCOSX def2/J DEFGRID3
* xyz 0 1
C 3.78 0.83 -4.74
S 4.41 1.26 -3.04
O 3.83 0.21 -2.08
C 3.50 2.93 -2.67
H 4.26 -0.08 -5.11
H 4.14 1.57 -5.45
H 2.70 0.75 -4.72
H 2.44 2.89 -2.93
H 4.01 3.65 -3.31
H 3.66 3.23 -1.64
C 0.61 -2.66 -2.05
S 1.29 -4.29 -1.53
O 0.36 -5.41 -1.91
C 2.69 -4.56 -2.69
H 0.65 -2.67 -3.14
H 1.22 -1.91 -1.54
H -0.43 -2.47 -1.78
H 2.41 -4.97 -3.66
H 3.31 -5.30 -2.18
H 3.23 -3.66 -2.99
C 0.74 0.72 2.69
S 2.32 1.51 3.36
O 2.01 2.94 2.90
C 1.74 1.43 5.11
H -0.07 1.44 2.71
H 0.57 -0.14 3.34
H 0.91 0.27 1.70
H 1.61 0.41 5.49
H 0.83 2.01 5.20
H 2.36 1.90 5.88
C 0.86 4.97 2.84
S -0.50 4.98 1.68
O -0.02 5.35 0.25
C -1.05 3.24 1.55
H 0.33 4.97 3.80
H 1.57 5.79 2.74
H 1.47 4.08 2.67
H -1.74 3.03 2.36
H -0.29 2.48 1.74
H -1.57 2.99 0.62
C -1.98 0.78 5.84
S -3.05 -0.42 4.95
O -4.33 0.33 4.56
C -2.15 -0.36 3.33
H -2.57 1.18 6.67
H -1.75 1.58 5.14
H -1.01 0.35 6.09
H -1.86 0.67 3.11
H -2.95 -0.62 2.63
H -1.34 -1.09 3.35
C -4.01 -1.33 1.42
O -3.86 -2.44 1.98
N -4.88 -0.42 1.83
C -5.42 0.64 1.00
C -5.44 -0.50 3.11
H -3.45 -1.03 0.52
H -4.92 0.63 0.03
H -5.34 1.62 1.47
H -6.47 0.35 0.94
H -5.06 -1.24 3.81
H -5.20 0.39 3.69
H -6.52 -0.51 3.28
C 4.74 -3.91 0.51
O 4.93 -3.95 -0.68
N 3.68 -3.23 1.11
C 2.55 -2.62 0.23
C 3.67 -3.03 2.53
H 5.50 -4.30 1.20
H 2.48 -1.54 0.24
H 1.58 -3.04 0.47
H 2.84 -2.81 -0.80
H 2.71 -3.39 2.89
H 4.32 -3.74 3.05
H 3.82 -1.98 2.76
C -1.15 -1.70 -4.76
O -2.04 -2.41 -4.21
N -0.58 -0.61 -4.17
C 0.24 0.42 -4.82
C -0.77 -0.30 -2.79
H -0.80 -1.90 -5.79
H 1.18 0.47 -4.27
H -0.28 1.36 -4.94
H 0.55 0.15 -5.83
H -1.32 -1.11 -2.32
H 0.26 -0.26 -2.43
H -1.25 0.66 -2.57
C -4.58 2.87 -2.48
O -5.39 3.73 -2.26
N -3.82 2.23 -1.57
C -3.04 1.04 -1.95
C -3.90 2.41 -0.14
H -4.50 2.38 -3.46
H -2.08 1.06 -1.43
H -2.78 1.06 -3.01
H -3.63 0.14 -1.81
H -2.92 2.05 0.19
H -4.10 3.45 0.15
H -4.80 2.00 0.32
O -3.30 -0.94 -1.29
C -3.89 -2.00 -1.19
O -3.60 -3.21 -1.66
C -2.24 -3.39 -2.15
C -1.52 -4.33 -1.17
C -5.30 -1.99 -0.58
H -1.63 -2.49 -2.15
H -2.33 -3.60 -3.22
H -1.15 -5.18 -1.74
H -2.20 -4.70 -0.40
H -0.66 -3.93 -0.64
H -5.62 -1.00 -0.25
H -5.20 -2.52 0.37
H -6.06 -2.41 -1.24
O 1.35 -0.97 -0.03
C 0.85 -0.06 -0.70
O -0.38 0.25 -0.76
C -1.41 -0.28 0.13
C -1.64 0.57 1.37
C 1.83 0.73 -1.62
H -1.29 -1.30 0.49
H -2.35 -0.50 -0.37
H -0.72 0.57 1.95
H -2.43 0.37 2.10
H -1.75 1.58 0.99
H 1.25 1.23 -2.40
H 2.51 -0.02 -2.02
H 2.59 1.35 -1.15
O 7.13 1.20 1.03
C 6.60 2.02 0.25
O 5.42 1.85 -0.34
C 4.76 0.64 -0.12
C 3.37 0.84 0.50
C 6.99 3.46 0.31
H 5.13 -0.01 0.67
H 4.67 0.10 -1.06
H 2.74 1.51 -0.10
H 3.41 1.28 1.49
H 2.87 -0.12 0.43
H 6.29 4.00 0.95
H 6.94 3.86 -0.70
H 8.01 3.62 0.63
*
```

***

The following is a quantum chemistry calculation of a molecular structure, C34H85BaN5O12Zn at a distorted geometry, from the OMol25 dataset.

Properties
frontier orbital gap (spin up / spin down) = 0.25038 / 0.18334 Eh
DFT total energy = -117750.8217 eV

ORCA input file:
```
! wB97M-V def2-TZVPD RIJCOSX def2/J DEFGRID3
* xyz 1 2
Ba -3.62 0.76 -0.21
Zn -2.32 0.07 3.09
C 0.03 3.36 -0.73
C -1.45 3.58 -0.35
O -2.32 2.98 -1.31
H 0.72 3.90 -0.09
H 0.39 3.67 -1.71
H 0.11 2.27 -0.67
H -1.56 4.65 -0.12
H -1.78 2.97 0.49
C 0.90 -0.33 0.22
C -0.64 -0.69 0.18
O -1.44 -0.58 1.30
H 1.30 -0.80 1.12
H 1.17 0.73 0.19
H 1.38 -0.75 -0.66
H -0.80 -1.64 -0.34
H -1.02 0.07 -0.51
C 3.54 -0.31 -4.54
O 3.28 -1.48 -3.83
C 3.85 -1.45 -2.48
C 3.35 -2.59 -1.62
N 3.98 -3.93 -1.70
C 3.84 -4.83 -0.50
C 2.39 -4.96 -0.08
O 2.00 -3.89 0.74
C 0.76 -4.00 1.44
H 4.41 -0.46 -5.18
H 3.65 0.69 -4.11
H 2.77 -0.22 -5.30
H 3.65 -0.51 -1.98
H 4.92 -1.57 -2.63
H 2.26 -2.65 -1.75
H 3.28 -2.18 -0.62
H 3.81 -4.40 -2.58
H 4.59 -4.48 0.21
H 4.30 -5.74 -0.88
H 2.28 -5.86 0.53
H 1.81 -5.09 -0.99
H 0.49 -3.22 2.15
H 0.86 -5.02 1.82
H 0.08 -4.01 0.59
C 0.29 -0.59 8.28
O -0.49 -0.42 7.10
C -0.77 0.94 6.81
C -1.52 1.07 5.46
N -0.75 0.39 4.33
C 0.41 1.13 3.83
C 0.07 2.52 3.29
O -0.37 3.60 4.17
C -0.33 4.82 3.44
H 1.32 -0.48 7.95
H 0.22 -1.62 8.62
H -0.12 0.06 9.05
H 0.14 1.50 6.60
H -1.37 1.53 7.50
H -1.78 2.09 5.17
H -2.41 0.44 5.46
H -0.26 -0.36 4.78
H 0.80 0.61 2.96
H 1.17 0.98 4.60
H -0.70 2.41 2.52
H 1.00 2.87 2.84
H 0.64 5.31 3.35
H -0.93 5.49 4.06
H -0.75 4.78 2.44
C 1.54 -2.20 5.03
O 2.12 -1.29 4.07
C 3.57 -1.10 4.24
C 4.05 -1.20 2.78
N 5.23 -0.44 2.59
C 5.66 -0.44 1.19
C 6.74 0.74 0.99
O 8.01 0.51 1.55
C 8.78 -0.59 0.91
H 1.84 -1.97 6.06
H 1.88 -3.15 4.63
H 0.46 -2.32 5.10
H 4.01 -1.83 4.93
H 3.74 -0.06 4.52
H 3.29 -0.73 2.16
H 4.21 -2.26 2.57
H 5.05 0.49 2.93
H 4.90 -0.46 0.41
H 6.06 -1.41 0.89
H 6.32 1.65 1.41
H 6.91 1.02 -0.05
H 9.86 -0.62 1.03
H 8.63 -0.59 -0.17
H 8.41 -1.53 1.33
C -3.02 5.70 -7.02
O -3.17 4.37 -6.62
C -3.43 3.55 -7.83
C -3.36 2.04 -7.44
N -2.27 1.74 -6.44
C -2.27 0.29 -6.07
C -0.99 -0.02 -5.27
O -0.81 0.74 -4.07
C 0.41 0.62 -3.33
H -2.16 5.76 -7.70
H -2.74 6.33 -6.18
H -3.95 6.08 -7.44
H -2.53 3.88 -8.35
H -4.42 3.77 -8.22
H -3.11 1.55 -8.38
H -4.33 1.69 -7.11
H -1.38 2.10 -6.77
H -2.40 -0.36 -6.93
H -3.18 -0.12 -5.63
H -0.28 0.19 -6.07
H -1.04 -1.06 -4.94
H 0.64 -0.45 -3.35
H 0.50 1.16 -2.39
H 1.18 1.03 -3.98
C -2.81 -2.13 -2.61
O -3.50 -1.69 -1.42
C -3.84 -2.73 -0.55
C -5.13 -2.32 0.21
N -4.95 -1.39 1.36
C -6.11 -0.69 1.85
C -7.00 0.11 0.80
O -6.19 1.19 0.19
C -6.87 2.17 -0.64
H -3.32 -2.73 -3.36
H -1.99 -2.73 -2.21
H -2.52 -1.24 -3.17
H -4.20 -3.57 -1.14
H -2.99 -2.96 0.09
H -5.80 -1.87 -0.52
H -5.47 -3.30 0.56
H -4.37 -1.78 2.08
H -6.76 -1.33 2.45
H -5.76 0.04 2.57
H -7.28 -0.60 0.02
H -7.89 0.55 1.24
H -7.74 2.49 -0.06
H -7.21 1.59 -1.50
H -6.21 2.94 -1.02
*
```